# 1
Density functional theory data (ωB97M-V/def2-TZVPD) for a molecular structure, C59H42Cl2CsN7O4SSe at a distorted geometry.

Values from the calculation:
* relative energy (zero: lowest compared OMol25 entry of this formula, charge and spin): 10.7 kcal/mol
* Kohn-Sham gap: 4.04 eV
* net charge: -2
* LUMO: 2.71 eV

Atoms and positions in Å:
H 0.9401 -4.3305 3.1872
H 3.3813 3.8852 7.6947
H 1.7950 -8.7087 4.2969
C -0.0533 0.7127 -5.3790
H -4.5592 2.1062 -1.6857
C 0.2107 -3.4759 0.0269
C 3.6655 4.8766 -2.1437
C -4.0189 6.2768 -1.0760
C -1.7912 -4.3534 -0.5012
N 0.7168 -0.1953 -4.8549
O -4.7508 7.4382 -1.1574
C -0.1426 0.9972 -6.7712
Cl 3.5562 0.9013 -2.4754
C 2.8847 -8.6298 4.2227
C 2.2546 -0.0758 1.7319
C 5.3199 2.7317 -1.6518
H -7.1646 -5.7658 1.3269
H -4.6100 -1.8999 0.8411
C -7.6130 -6.0280 0.3636
N -0.4985 -2.4465 -0.4810
H -8.6011 -6.4569 0.5310
H -4.2546 3.3329 0.5772
C -2.6602 3.8483 -0.7561
H -4.0457 -3.9404 -2.8560
H 3.0665 -5.2380 -0.3852
H -4.2347 8.1381 -3.0444
C 4.9275 5.0902 -1.6217
C 3.0176 2.3456 5.3769
Cl 2.6791 6.2795 -2.4243
C -1.7324 -2.9183 -0.7618
H 4.1725 3.0659 1.7652
H 1.4241 4.1215 2.1991
C -0.2506 3.8645 0.8215
C -4.6372 -3.7534 -1.9684
C -5.8410 -4.4248 -1.7844
C 4.0732 3.2168 5.1470
C 3.1487 3.5902 -2.4506
C 1.4131 -3.3637 0.7484
H 5.0993 4.1024 8.1040
C 1.4806 -0.6883 -7.1508
S 1.5804 3.3361 -3.0885
O 3.2947 -8.2461 2.9353
C 1.9966 -2.1665 1.2018
N 0.1594 1.6502 0.3526
H -5.0819 -0.5188 -1.8747
C -4.1739 -2.8496 -1.0192
H 0.5712 0.4899 -8.7318
C -2.9321 -0.7346 -1.2077
C -3.8912 1.2826 -1.4872
C 3.8474 2.8605 2.7785
C 4.0547 2.5330 -2.1710
H 5.2501 6.1023 -1.4133
H 4.4843 2.4900 7.6731
H 1.5696 1.0502 4.4667
C 1.4940 -0.8995 -5.7095
H -2.6517 -4.9893 -0.6407
C 4.4846 3.4726 3.8451
H -6.9715 -6.7726 -0.1209
C -2.8311 6.0516 -1.7546
C 2.7902 1.9771 2.9865
H -5.4567 5.4883 0.2914
H 3.9057 -0.4054 3.2496
H 3.8474 -7.3705 0.6305
H 2.6634 2.1363 6.3777
H -0.6439 1.2810 -4.6671
Cs 0.6901 -0.2228 -1.4628
C -0.5732 -4.7053 -0.0302
C 2.0046 -6.1925 3.1975
H 5.9505 1.8714 -1.4667
C -4.1598 -0.0411 -1.5796
H -4.9044 9.3026 -1.8764
H -0.7497 4.8209 0.8106
O 4.7628 3.8677 6.1434
C -6.5961 -4.1950 -0.6494
C 5.7662 4.0141 -1.3705
C 1.5784 -5.0001 2.6240
C -2.1596 4.8450 -1.5864
C -0.6813 2.6699 0.1022
C -2.8571 -2.1402 -1.0910
H -1.2223 4.6741 -2.1065
C -4.9681 -2.6115 0.1083
C -3.8576 4.0947 -0.0823
C 0.6114 0.3042 -7.6668
C -4.2411 8.4474 -1.9934
O -7.7874 -4.8890 -0.4572
H 1.6891 -6.4338 4.2045
C 2.7672 -5.5033 0.6213
C -1.9019 2.5783 -0.5914
H -3.2250 8.7371 -1.7089
C 2.8204 -7.0447 2.4677
H -2.4073 6.7968 -2.4152
H 5.3107 4.1549 3.6858
C 2.3914 1.7348 4.2969
H -0.8139 1.7751 -7.1086
H 3.3253 -9.6089 4.4013
Se 3.1304 -2.4889 -6.7015
C 1.0828 2.0998 1.2242
H -6.7652 -3.1000 1.1852
C 4.4026 3.5621 7.4658
N -1.9621 0.1565 -0.9257
C 0.8409 3.5068 1.5311
C -2.5140 1.3862 -1.0185
N 2.3236 -1.8356 -5.2814
H 6.7526 4.1828 -0.9562
C 3.0609 -2.1256 2.1963
N 2.2882 -1.4456 -7.8702
H 3.2383 -7.9319 4.9890
C -6.1664 -3.2776 0.2991
C 1.9418 -4.6352 1.3325
C 2.0484 1.3100 1.8726
H -6.2001 -5.1366 -2.5193
H -0.2488 -5.6814 0.2975
C 3.2034 -6.6937 1.1791
C -4.5327 5.2918 -0.2390
C 3.2158 -0.8250 2.5330
H 3.5930 -2.9815 2.5837
N 1.5773 -0.9153 0.9189

=====

# 2
Density functional theory data (ωB97M-V/def2-TZVPD) for a molecular structure, C59H44BBrClF6GeN4PPb at a distorted geometry.

Values from the calculation:
* Kohn-Sham gap: 7.51 eV
* LUMO: -0.33 eV

Atoms and positions in Å:
F -2.0548 1.4993 3.2243
H 2.2987 -3.4693 -1.2270
H 2.6736 0.3271 1.7842
C 0.4832 -3.8357 8.8575
C 5.7435 0.9791 -0.9680
C 2.0089 3.2546 -3.7418
H -4.3190 -3.7192 -0.0545
C -0.9866 0.1122 -2.9742
C 3.1907 5.6481 1.3987
H 6.6435 1.0939 -0.3837
H -1.1297 -3.9341 -1.9885
C 1.3097 3.1914 -2.5411
H 4.5882 6.6812 -1.5011
H 6.5911 -0.4872 -2.2791
H -0.6500 1.1401 -3.1703
H 2.5214 0.5555 -3.0229
C 1.6151 -1.4948 -0.7121
C -3.9316 3.8625 -0.3777
H -2.1868 -6.3435 7.4405
C -0.9188 -1.8961 2.0406
C 1.0784 -2.0061 -3.1397
C -0.0216 -3.6793 7.5692
C -5.5433 -0.8763 -2.3389
H -4.1013 4.9110 -0.5703
Ge -2.9624 0.4342 -2.6346
C -0.9887 -2.7235 3.1444
H -2.6924 -2.1525 -1.0734
C 3.8751 6.4591 0.5110
H 1.2048 -3.1392 9.2492
C 0.5670 -3.4600 -3.3970
C 4.0261 6.0690 -0.8111
C -4.1813 -1.0237 -2.1013
H 4.5276 -0.7528 -3.6001
C -3.4334 3.0375 -1.3654
H 2.9926 2.8127 -3.8253
C 0.6839 -2.3275 -5.4467
H -4.2259 1.5857 2.1170
C 0.1972 4.4775 -4.7362
C 3.3290 -2.6979 0.4729
H -1.4907 4.8505 -3.4707
C -3.7531 -2.0509 -1.2721
C 3.4331 0.6784 -2.4579
Pb -0.1820 1.0096 0.1914
C 2.6226 -0.5409 1.1441
N 1.7129 -0.4927 0.1794
C -1.6760 -2.7608 -3.6763
C 0.1327 -0.2508 3.2193
H 0.5545 0.7392 3.2158
B -1.5205 2.7923 3.2575
C 0.0984 -0.9921 4.3803
H -7.5140 -1.6206 -1.9547
C 0.0375 3.7566 -2.4545
N -0.3682 -0.6907 2.0689
H 4.6360 2.4030 0.1887
H 0.7458 -4.4744 -5.4095
H -3.3863 0.1269 0.3429
N 0.2468 -2.7341 6.6262
C 0.0229 -4.9003 9.5966
F -0.9838 0.2908 -5.2982
C 0.7321 -1.2832 -1.8567
H -2.2944 -1.7724 -5.4664
C -6.4559 -1.7536 -1.7761
C 2.7413 4.0752 -0.3761
H 3.9498 -3.5725 0.5971
H -6.7318 -3.4742 -0.5320
H 3.5475 4.6079 -2.2877
C -4.2516 3.3254 0.8600
C -1.4447 -5.6582 7.8210
H -1.2442 -6.6214 9.7058
C 2.6509 4.4452 0.9633
C 3.4692 -1.6143 1.3302
C 0.6962 -3.5317 -4.8938
H 3.0745 5.9362 2.4315
F 2.4785 -2.0885 -3.2293
H 0.3868 -5.0483 10.6011
C -1.7430 -1.7880 -4.5429
H -1.9438 -4.5373 5.1728
H -0.5148 3.6879 -1.5224
F -0.2696 2.7302 3.8547
H -3.5295 1.1123 -3.8761
C -0.4759 -2.2639 4.3607
C -6.0163 -2.7881 -0.9658
C -0.8822 -3.4688 -2.9251
H -3.2074 3.4485 -2.3406
F -1.3541 3.2203 1.9287
H 1.3291 -0.4207 -4.6224
C -4.0216 1.9900 1.1381
C -0.9199 -5.7986 9.0884
C 1.4481 3.8921 -4.8349
H -1.4249 -3.7067 3.0507
C -0.5102 4.4038 -3.5463
C 3.4637 1.5884 -1.4081
C 0.6324 -1.2359 -4.4070
C -0.9850 -4.5906 7.0675
H 4.2934 7.3949 0.8513
C -0.4922 -3.0314 5.5888
H 4.2104 -1.6159 2.1129
H 0.7259 -2.1053 -6.4975
C 5.7172 0.0965 -2.0349
C 4.6211 1.7197 -0.6481
C -4.6624 -2.9309 -0.7095
H -5.8887 -0.0591 -2.9623
N -1.2557 -4.1558 5.7977
C -3.5156 1.1809 0.1380
C 4.5599 -0.0539 -2.7793
Br -5.0865 4.4271 2.1448
C -3.2351 1.6813 -1.1323
C 2.4042 -2.6394 -0.5494
H 0.4961 -0.6027 5.3013
H 1.1611 -4.2090 -2.8713
C 3.4481 4.8946 -1.2518
C -0.7900 -0.6427 -4.2799
C -0.2069 -0.3116 -1.7900
Cl 1.8714 3.3911 2.0796
F -2.3490 3.6461 3.9196
H -0.2295 4.9839 -5.5876
H 1.9882 3.9310 -5.7697
P 1.9621 2.5197 -0.9677
H -1.3192 -2.2123 1.0875

=====

# 3
Density functional theory data (ωB97M-V/def2-TZVPD) for a molecular structure, C59H45NOP3SSiTeY at a distorted geometry.

Values from the calculation:
* relative energy (zero: lowest compared OMol25 entry of this formula, charge and spin): 44.5 kcal/mol
* Kohn-Sham gap: 6.18 eV
* LUMO: -0.02 eV

Atoms and positions in Å:
C -0.3736 3.5251 3.3697
H 1.2000 -3.6003 1.1660
H 0.0490 6.8600 3.4195
C -1.9542 1.4833 -0.4716
H 0.6069 -0.3371 6.6766
H 1.9027 4.9699 -4.0680
C -1.9679 -4.7630 -0.1294
C -4.0530 2.4740 0.2924
H -4.6341 3.3679 0.3167
H -4.9315 1.5193 1.9554
H -2.1012 2.6005 4.2085
N 2.2384 -0.9364 0.3175
H -1.5313 6.5842 5.5252
C -0.7058 -3.9895 -2.7997
H -2.4425 -4.7838 -6.2096
H -0.2353 -2.7251 3.2180
C 4.8269 2.3966 3.3506
P 0.2818 2.1874 2.4147
H -2.6606 2.6737 -6.3110
H -3.7732 -5.8460 0.1799
C -3.1294 0.5631 1.4371
C -1.9445 -4.6643 -5.2128
C 3.2620 -6.2532 0.4886
C 5.0566 -0.5832 -2.0382
C 0.3266 0.7579 4.8471
C 2.6164 3.0820 3.9434
C -3.5991 0.0778 -4.4130
C 2.8942 -1.1803 1.3283
C -4.0639 1.5916 1.3369
C -2.0866 -3.9832 -2.8659
H -0.5716 3.7671 0.0995
C -0.1921 -1.6662 3.6609
Si -0.7761 -0.9083 0.9326
H 1.1300 -3.9860 -3.9528
C -3.5173 0.9496 -5.4957
H -1.2821 3.1979 -4.1558
C -3.0108 2.4516 -0.6633
C 1.1407 5.6491 -2.1823
C -2.8359 -2.8051 1.5640
C 2.5975 -5.2752 1.2871
C 3.0073 -6.2891 -0.9010
H -0.2088 -2.5681 5.5686
C 0.2593 -0.4067 5.6662
S 4.0198 -1.8028 -2.7511
H -4.2080 0.7303 -6.2953
C 3.9867 3.0838 4.2134
C 2.8395 -0.5759 -3.3353
C 1.2974 -4.5536 -0.6655
C 2.9049 1.9172 1.8764
H -3.7847 -4.2851 -4.0596
O 3.5525 -1.4057 2.3376
H -4.4508 -0.5546 -4.3021
C -2.7022 -4.3002 -4.1126
C -1.8869 2.2955 -4.3296
C 1.6640 -4.4307 0.6805
H 6.0099 -0.9953 -1.6247
C -0.0354 -1.6265 5.0621
H -1.5025 -5.6078 -0.6140
C 2.0558 2.4131 2.8402
H 3.4260 -7.1355 -1.4666
C -3.2692 -4.8937 0.4016
Te 1.0999 -0.9824 -4.4925
C 0.0639 -4.2266 -3.9791
H -3.1278 3.1422 -1.5369
P 0.0478 -3.4141 -1.2950
C -0.2305 -0.5134 2.8100
C 0.0010 3.1410 -1.8949
Y 1.1624 -0.6599 -1.4954
H 2.6956 -5.1509 2.3464
C -1.6967 -2.5424 0.8131
H -3.2951 -0.1803 2.2712
C 1.4048 4.6953 -3.1408
C -1.9681 4.5584 4.9608
H -2.4882 -0.4636 -2.4806
H 5.8741 2.4790 3.6378
H 1.5278 6.6616 -2.3091
H 4.4076 3.7009 4.9625
C -0.1030 4.0576 -0.8619
C -2.6047 1.9970 -5.4800
H -2.9948 -2.1703 2.4209
H 1.9545 3.5639 4.6671
C 0.5473 5.2774 -0.9748
C -1.2981 5.8105 4.7929
C -1.8574 1.3598 -3.2315
C -1.5115 3.5239 4.1982
C -1.1924 -3.5799 -0.0131
H 3.9562 -6.8848 0.9483
C 0.7534 3.4274 -3.0483
H 0.3723 5.9875 -0.1164
C 0.1803 4.7975 3.1417
H -2.7010 4.4555 5.7474
H 2.8493 1.6092 -3.0334
C 4.2923 1.7950 2.1813
C 3.2763 0.6685 -2.8274
P -0.7475 1.5335 -1.7643
H 1.5795 -5.8372 -2.4045
C -2.7164 0.2531 -3.3099
C -3.6503 -3.9090 1.2885
H -4.5829 -3.9811 1.9126
H 2.3980 1.5600 0.9274
H 4.8552 1.0094 1.6612
C -0.5248 -4.6619 -5.1470
C 4.4639 0.6545 -2.0819
H 0.9685 2.7055 -3.8350
C -2.0311 0.4948 0.5630
H -2.7528 -3.8027 -1.9880
H 1.1362 4.9692 2.5997
C 1.9394 -5.5383 -1.4358
H 4.9035 1.6657 -1.7553
H 0.1988 -4.8503 -5.9262
C -0.3300 5.9187 3.8217
H 0.6768 1.7345 5.1858
C 0.0877 0.6891 3.4436